Below is a molecular structure, C26H16Cl5FN5O2RhSeSi, with properties calculated with ωB97M-V/def2-TZVPD.

Each line ends with the natural charge from an NBO analysis.
Cartesian coordinates (Å):
Rh1 -1.022 -2.419 0.537  0.47
N1 -2.837 -3.345 0.298  -0.45
C1 -3.968 -3.344 0.090  0.49
C2 -5.358 -3.482 -0.110  -0.61
C3 -6.209 -2.367 -0.381  0.33
N2 -6.958 -1.515 -0.611  -0.42
C4 -5.951 -4.782 -0.045  0.33
N3 -6.456 -5.823 -0.001  -0.43
Se1 0.244 -4.295 -0.716  -0.31
C5 -0.574 -5.956 -0.695  0.06
N4 -1.026 -7.022 -0.690  -0.48
F1 2.884 0.344 4.829  -0.35
C6 1.918 -0.419 4.254  0.37
C7 0.624 0.047 4.228  -0.29
C8 -0.360 -0.756 3.669  -0.16
C9 -0.062 -2.006 3.137  -0.09
C10 -1.114 -2.881 2.583  -0.41
C11 1.260 -2.440 3.192  -0.16
C12 2.260 -1.650 3.744  -0.30
H1 0.394 1.028 4.625  0.22
H2 -1.383 -0.397 3.618  0.23
H3 -2.128 -2.636 2.874  0.21
H4 -0.884 -3.939 2.558  0.21
H5 1.509 -3.405 2.761  0.22
H6 3.293 -1.979 3.773  0.21
Cl1 0.618 1.132 -4.850  -0.01
C13 -0.034 2.543 -4.057  0.07
C14 -0.930 3.313 -4.768  -0.26
C15 -1.449 4.460 -4.189  -0.22
C16 -1.081 4.788 -2.902  -0.22
C17 -0.207 3.986 -2.177  -0.05
Cl2 0.001 4.427 -0.514  0.03
C18 0.375 2.839 -2.736  0.08
N5 1.235 1.916 -2.133  -0.65
C19 2.227 2.087 -1.167  0.28
C20 2.807 3.327 -0.895  -0.28
C21 3.735 3.470 0.127  -0.21
C22 4.143 2.365 0.858  -0.26
C23 3.682 1.109 0.478  -0.18
C24 2.764 0.941 -0.549  -0.06
C25 2.429 -0.464 -1.018  -0.52
C26 1.060 -0.975 -0.630  0.84
O1 0.055 -0.608 -1.301  -0.76
O2 0.982 -1.762 0.345  -0.65
H7 -1.211 3.011 -5.767  0.22
H8 -2.159 5.075 -4.727  0.21
H9 -1.504 5.656 -2.412  0.22
H10 0.840 0.981 -2.153  0.45
H11 2.510 4.189 -1.479  0.21
H12 4.129 4.455 0.354  0.20
H13 4.829 2.468 1.691  0.20
H14 4.051 0.223 0.985  0.21
H15 3.151 -1.155 -0.594  0.24
H16 2.491 -0.500 -2.107  0.23
Cl3 -2.231 0.910 -1.624  -0.43
Si1 -1.599 -0.159 0.064  1.14
Cl4 -0.391 1.244 1.088  -0.46
Cl5 -3.413 0.140 1.239  -0.50

LUMO ... 3.88 eV
Multiplicity ... 1
Total charge ... -2

---

Below is a molecular structure, C26H17ClN2OW, with properties calculated with ωB97M-V/def2-TZVPD.

Each line ends with the Löwdin spin population.
Cartesian coordinates (Å):
W1 0.364 0.425 0.497  1.57
Cl1 -6.496 2.999 0.925  0.00
C1 -4.820 2.655 0.779  0.00
C2 -3.893 3.709 0.779  0.01
C3 -2.539 3.474 0.664  0.01
C4 -2.097 2.171 0.568  0.00
O1 -0.787 1.885 0.472  0.03
C5 -3.003 1.102 0.536  0.00
C6 -2.584 -0.221 0.281  0.06
N1 -1.349 -0.647 0.090  0.02
C7 -1.138 -2.001 -0.351  0.01
C8 -2.038 -2.776 -1.021  0.00
C9 -1.698 -4.096 -1.392  0.00
C10 -0.465 -4.604 -1.108  0.00
C11 0.500 -3.797 -0.456  0.00
C12 1.808 -4.228 -0.146  0.03
C13 2.682 -3.362 0.454  0.00
C14 2.274 -2.055 0.722  0.02
N2 1.049 -1.616 0.464  0.02
C15 0.153 -2.491 -0.093  0.02
C16 -4.387 1.367 0.649  0.02
H1 -4.257 4.725 0.870  0.00
H2 -1.824 4.285 0.665  0.00
H3 -3.368 -0.968 0.199  0.00
H4 -3.015 -2.394 -1.290  0.00
H5 -2.428 -4.700 -1.913  0.00
H6 -0.204 -5.616 -1.390  0.00
H7 2.113 -5.238 -0.395  0.00
H8 3.692 -3.656 0.700  0.00
H9 2.973 -1.343 1.138  0.00
H10 -5.102 0.552 0.628  0.00
C17 2.586 3.553 2.770  -0.01
C18 2.013 2.292 2.986  0.04
C19 1.955 1.359 1.962  0.02
C20 2.427 1.726 0.655  0.02
C21 2.138 0.889 -0.450  0.01
C22 2.741 1.130 -1.667  0.03
C23 3.568 2.256 -1.809  -0.01
C24 3.694 3.176 -0.789  0.03
C25 3.101 2.955 0.471  0.00
C26 3.174 3.853 1.562  0.03
H11 2.639 4.257 3.589  0.00
H12 1.703 2.013 3.986  0.00
H13 1.936 0.308 2.273  0.01
H14 2.530 0.512 -2.531  0.00
H15 4.045 2.444 -2.762  0.00
H16 4.252 4.091 -0.950  0.00
H17 3.716 4.784 1.441  0.00

LUMO (alpha / beta) ... -7.73 / -7.74 eV
Expectation value of S² ... 2.0287
Multiplicity ... 3
Total charge ... +2

---

Below is a molecular structure, C26H18BrIMnN2O3S2, with properties calculated with ωB97M-V/def2-TZVPD.

Each line ends with the Löwdin spin population.
Cartesian coordinates (Å):
Mn1 0.107 -1.423 -0.922  3.78
O1 4.886 0.330 -2.771  0.00
C1 3.991 0.751 -3.681  0.00
C2 4.474 1.450 -4.788  0.00
C3 3.605 1.921 -5.753  0.00
C4 2.235 1.707 -5.639  0.00
C5 1.752 1.011 -4.548  0.00
C6 2.609 0.523 -3.562  0.00
C7 2.032 -0.222 -2.424  0.00
O2 0.760 -0.433 -2.424  0.01
N1 2.844 -0.634 -1.480  0.00
N2 2.129 -1.324 -0.519  0.04
C8 2.769 -1.888 0.431  0.04
C9 2.131 -2.666 1.468  0.01
C10 2.951 -3.255 2.440  0.00
C11 2.433 -4.019 3.461  0.01
C12 1.047 -4.197 3.523  0.00
C13 0.218 -3.636 2.581  0.00
C14 0.730 -2.866 1.517  0.00
O3 -0.125 -2.393 0.648  0.05
H1 4.374 -0.112 -2.046  0.00
H2 5.542 1.613 -4.860  0.00
H3 4.000 2.467 -6.602  0.00
H4 1.554 2.082 -6.391  0.00
H5 0.693 0.826 -4.427  0.00
H6 3.854 -1.790 0.450  0.00
H7 4.022 -3.097 2.368  0.00
H8 3.083 -4.467 4.200  0.00
H9 0.616 -4.789 4.323  0.00
H10 -0.855 -3.774 2.616  0.00
S1 -0.445 -3.273 -2.339  0.08
C15 -0.045 -4.586 -1.255  0.11
C16 -1.071 -5.221 -0.544  -0.01
C17 -0.811 -6.221 0.369  0.10
C18 0.502 -6.634 0.621  -0.01
C19 1.530 -6.042 -0.066  0.07
C20 1.297 -5.034 -1.037  0.07
S2 2.627 -4.429 -1.911  0.59
H11 -2.084 -4.877 -0.706  0.00
H12 -1.633 -6.672 0.913  0.01
H13 0.706 -7.399 1.360  0.00
H14 2.558 -6.332 0.113  0.00
Br1 -9.336 9.861 1.730  0.00
C21 -7.613 9.177 2.585  0.00
C22 -7.378 9.786 3.811  0.00
C23 -6.222 9.405 4.483  0.00
C24 -5.394 8.451 3.897  0.00
C25 -5.727 7.891 2.665  0.00
C26 -6.880 8.241 1.932  0.00
I1 -1.499 0.544 -0.158  0.05
H15 -8.055 10.521 4.229  0.00
H16 -5.977 9.845 5.444  0.00
H17 -4.482 8.147 4.406  0.00
H18 -5.032 7.153 2.266  0.00

LUMO (alpha / beta) ... 2.86 / 1.63 eV
Expectation value of S² ... 8.8409
Multiplicity ... 6
Total charge ... -2

---

Below is 7 unconnected molecules or ions with the total composition C26H18Cl24FNO2, with properties calculated with ωB97M-V/def2-TZVPD.

Each line ends with the Mulliken charge.
Cartesian coordinates (Å):
C1 -5.565 -2.965 -3.168  -0.98
C2 -4.280 -3.949 -2.949  -0.61
C3 -3.576 -3.428 -1.600  0.32
C4 -4.286 -3.782 -0.255  -0.64
C5 -3.640 -3.279 1.077  -0.67
C6 -2.342 -2.424 1.025  0.76
C7 -1.645 -2.094 -0.347  -0.15
C8 -2.256 -2.614 -1.681  0.14
C9 -1.486 -2.276 -3.037  0.37
C10 -1.805 -0.981 -3.803  -0.28
C11 -0.908 -0.851 -5.049  -0.49
C12 0.107 -1.934 -5.365  -0.33
N1 0.404 -3.163 -4.716  -0.54
C13 -0.441 -3.234 -3.577  -0.12
C14 -0.307 -1.200 -0.305  0.49
O1 0.676 -1.364 -1.062  -0.58
C15 -0.294 -0.071 0.847  0.35
C16 0.358 1.367 0.633  0.05
C17 1.954 1.363 0.455  -0.46
C18 2.423 1.847 -1.022  -0.28
F1 1.835 3.163 -1.247  -0.18
C19 -0.908 -0.388 2.100  -0.06
C20 -1.617 -1.818 2.337  0.28
O2 -1.568 -2.415 3.448  -0.59
H1 -6.391 -3.211 -2.402  0.30
H2 -5.283 -1.864 -2.998  0.26
H3 -6.010 -3.047 -4.216  0.34
H4 -4.711 -5.000 -2.861  0.37
H5 -3.612 -3.785 -3.859  0.29
H6 -5.248 -4.410 -0.213  0.34
H7 -4.078 -3.512 2.106  0.11
H8 -2.552 -0.176 -3.515  0.56
H9 -1.007 0.053 -5.731  0.56
H10 0.761 -1.738 -6.296  0.29
H11 -0.296 -4.196 -2.955  0.33
H12 -0.141 1.871 -0.273  0.29
H13 0.106 1.993 1.560  -0.29
H14 2.448 0.369 0.726  0.36
H15 2.361 2.181 1.165  0.27
H16 3.566 1.988 -0.936  0.25
H17 2.146 1.102 -1.841  0.24
H18 -0.921 0.382 2.948  -0.42
C21 -5.733 -2.559 4.994  0.32
Cl1 -6.645 -1.048 4.786  -0.11
Cl2 -6.635 -3.902 4.258  -0.12
Cl3 -4.147 -2.409 4.207  -0.05
Cl4 -5.506 -2.879 6.727  -0.10
C22 0.211 3.408 4.861  0.31
Cl5 1.833 3.062 5.496  -0.03
Cl6 -0.758 1.916 4.868  -0.13
Cl7 -0.578 4.630 5.880  -0.10
Cl8 0.346 4.022 3.199  -0.09
C23 6.227 3.387 4.995  0.29
Cl9 6.508 1.862 4.128  -0.02
Cl10 5.671 4.626 3.849  -0.06
Cl11 4.989 3.138 6.244  -0.09
Cl12 7.739 3.923 5.758  -0.10
C24 7.382 -2.323 2.895  0.33
Cl13 6.465 -0.813 2.701  -0.05
Cl14 6.488 -3.659 2.141  -0.10
Cl15 8.969 -2.156 2.113  -0.09
Cl16 7.607 -2.660 4.624  -0.10
C25 -0.438 3.472 -4.627  0.17
Cl17 1.093 3.882 -3.829  0.03
Cl18 -1.731 4.521 -4.005  -0.12
Cl19 -0.276 3.708 -6.381  -0.12
Cl20 -0.839 1.772 -4.293  -0.06
C26 3.957 6.113 -1.747  0.28
Cl21 2.325 6.800 -1.890  -0.08
Cl22 5.162 7.398 -1.975  -0.10
Cl23 4.158 5.392 -0.136  -0.06
Cl24 4.185 4.862 -2.990  -0.09

LUMO ... -1.23 eV
SMILES string ... CCc1ccc2c(c1-c1cccnc1)C(=O)C(CCCF)=CC2=O.ClC(Cl)(Cl)Cl.ClC(Cl)(Cl)Cl.ClC(Cl)(Cl)Cl.ClC(Cl)(Cl)Cl.ClC(Cl)(Cl)Cl.ClC(Cl)(Cl)Cl
Multiplicity ... 1